# 1
Here is a molecular structure, C20H46CuO6SbSi from the Open Molecules 2025 dataset. Energies are from ωB97M-V/def2-TZVPD.

2S+1: 1
Energy relative to the best compared isomer or geometry (same formula, charge and spin) in kcal per mole: 0.0
HOMO in eV: -0.527
Net charge: -2
Lowest unoccupied orbital energy in Ha: 0.1766

Element x y z (Å)
Cu 0.5017 -1.9043 0.6276
O 1.3596 -2.7806 3.8224
C 2.0126 -1.9134 3.2423
O 1.8163 -1.2785 2.1939
H 2.9639 -1.5508 3.7517
C 0.9878 -2.9166 -2.6087
C 0.6375 -3.9269 -1.5259
C 0.0342 -5.2157 -2.1829
C -0.2669 -3.3818 -0.4397
H 1.8452 -3.2277 -3.1992
H 1.2680 -1.9841 -2.0987
H 0.1085 -2.6761 -3.2404
H 1.5869 -4.2289 -1.0971
H -0.9647 -4.9670 -2.5352
H -0.0196 -6.0285 -1.4214
H 0.6492 -5.5409 -3.0379
H -0.4948 -4.2201 0.2610
H -1.2260 -3.0828 -0.9054
C -2.5713 -0.6784 5.0975
Sb -1.5049 -0.9214 3.2487
C -3.4050 -0.6991 2.1583
C -1.6886 -3.0857 3.2418
H -3.3290 -1.4335 5.1750
H -3.0324 0.3265 5.1440
H -1.8998 -0.7864 5.9706
H -4.2030 -1.0787 2.7625
H -3.3279 -1.2285 1.2075
H -3.5296 0.3689 1.9661
H -2.5775 -3.3778 3.8107
H -0.8053 -3.5403 3.7188
H -1.6769 -3.4080 2.1815
C 1.2688 2.0005 2.1897
C 0.3006 3.0522 1.6919
C -0.8807 3.1354 2.6277
C 1.0007 4.4112 1.5372
O -0.2633 2.6628 0.4132
Si 0.3847 1.5823 -0.6958
O 0.5156 0.0911 -0.2624
O 1.8237 2.2966 -1.2293
C 2.8621 1.6370 -1.9473
C 2.3381 1.0309 -3.2909
C 3.9495 2.6605 -2.1718
C 3.4494 0.4671 -1.1335
O -0.6112 1.9065 -1.9927
C -1.8456 1.1950 -2.2609
C -2.7887 1.4100 -1.0716
C -1.5775 -0.3023 -2.5024
C -2.4696 1.8329 -3.4926
H 1.6529 2.2503 3.1658
H 2.1156 1.9144 1.4947
H 0.8346 0.9944 2.2435
H -0.5403 3.5721 3.5685
H -1.2917 2.1555 2.8433
H -1.6585 3.7669 2.2052
H 1.4404 4.7311 2.5017
H 0.2755 5.1525 1.2350
H 1.7605 4.3058 0.7581
H 1.8493 1.8184 -3.8604
H 1.6533 0.2004 -3.1143
H 3.1721 0.6115 -3.8727
H 3.5786 3.5262 -2.7313
H 4.8119 2.2220 -2.7163
H 4.2829 3.0285 -1.2170
H 2.6730 -0.1965 -0.7749
H 3.9660 0.9005 -0.2550
H 4.1989 -0.0858 -1.7075
H -2.3909 1.0158 -0.1444
H -3.7129 0.8887 -1.2465
H -2.9974 2.4637 -0.9807
H -1.2827 -0.8027 -1.5577
H -0.7544 -0.3502 -3.2034
H -2.4366 -0.8245 -2.9394
H -2.5186 2.9348 -3.3795
H -3.4984 1.4896 -3.6309
H -1.8878 1.6140 -4.3824

Atoms 1-2, force components in eV/Å:
0.3 0.4 0.1
-0.3 -0.4 0.1


# 2
Here is a molecular structure, C20H46O2P4Tb from the Open Molecules 2025 dataset. Energies are from ωB97M-V/def2-TZVPD.

2S+1: 7
HOMO (spin up / spin down) in eV: -17.070 / -17.073
Net charge: +3
Lowest unoccupied orbital energy (spin up / spin down) in Ha: -0.3420 / -0.3298

Element x y z (Å)
Tb 0.0723 0.0457 -0.2821
P 1.3279 1.1209 2.0499
P 1.0940 -2.3802 0.0819
P -1.8447 -0.2184 1.8225
H -1.3092 2.7417 -2.3073
C -1.8082 3.1412 -1.4116
C -1.1416 3.8511 -0.4690
H -0.0966 4.1524 -0.5719
C 2.8854 2.0197 1.7435
C 1.9512 -0.0711 3.2928
C 0.5457 2.4033 3.0934
C 0.4888 -3.4865 -1.2357
C 2.9161 -2.4701 0.0255
C 0.6999 -3.2173 1.6521
C -2.7905 1.3381 2.0791
C -1.4969 -0.6526 3.5811
C -3.1839 -1.4304 1.4899
H -2.8796 2.9156 -1.3258
H -1.6425 4.2034 0.4406
H 2.7320 2.8031 0.9913
H 3.6510 1.3117 1.4109
H 3.2177 2.4882 2.6787
H 2.6167 -0.8035 2.8155
H 1.1258 -0.5965 3.7825
H 2.5150 0.5038 4.0385
H 0.2160 3.2302 2.4486
H 1.3185 2.7621 3.7882
H -0.3084 2.0122 3.6558
H 1.0681 -4.4179 -1.1462
H 0.6890 -3.0651 -2.2330
H -0.5921 -3.7217 -1.1757
H 3.2112 -3.4491 -0.3837
H 3.3433 -2.3213 1.0295
H 3.2990 -1.6740 -0.6324
H 1.0211 -4.2679 1.6072
H -0.3771 -3.1771 1.8550
H 1.2049 -2.7230 2.4896
H -3.8276 1.1187 2.3758
H -2.8004 1.9325 1.1571
H -2.3331 1.9535 2.8632
H -2.4308 -0.9236 4.1007
H -1.0385 0.1812 4.1232
H -0.8188 -1.5127 3.6315
H -3.9220 -1.4209 2.3052
H -2.7461 -2.4315 1.4123
H -3.6757 -1.2298 0.5288
C -2.4198 -1.2613 -2.3474
C -2.4259 -2.4689 -3.0468
C -3.6579 -3.0980 -3.2519
C -4.8371 -2.5119 -2.7713
C -4.7983 -1.2552 -2.1595
C -3.5717 -0.5920 -1.9444
O -1.1593 -0.8277 -1.8499
H -0.6067 -1.6624 -1.6358
H -1.4895 -2.9833 -3.3149
H -3.7222 -4.0895 -3.7325
H -5.8080 -3.0350 -2.8387
H -5.7279 -0.7725 -1.8337
H -3.5184 0.3738 -1.4263
C 2.9396 1.2471 -3.7304
P 2.7512 1.7218 -2.0512
C 4.3269 1.4154 -1.2308
C 2.3182 3.4416 -1.8462
O 1.6508 0.8669 -1.3930
H 3.4532 0.2813 -3.7744
H 3.5314 2.0124 -4.2418
H 1.9575 1.1478 -4.1972
H 5.1152 1.8545 -1.8634
H 4.3670 1.8929 -0.2407
H 4.4955 0.3278 -1.1196
H 1.2444 3.5807 -2.0359
H 2.5449 3.7872 -0.8238
H 2.9004 4.0386 -2.5662

Atoms 1-2, force components in eV/Å:
-0.3 2.8 0.4
0.7 0.6 1.1


# 3
Here is a molecular structure, C20H46O4P4Pm from the Open Molecules 2025 dataset. Energies are from ωB97M-V/def2-TZVPD.

2S+1: 5
HOMO (spin up / spin down) in eV: -15.025 / -15.026
Net charge: +3
Lowest unoccupied orbital energy (spin up / spin down) in Ha: -0.4224 / -0.4153

Element x y z (Å)
Pm -0.2211 -0.5744 0.5130
P 2.1821 -0.0422 1.9283
P -2.2410 1.3388 1.1795
P 0.4619 2.4477 -0.8262
H 1.0199 -3.9272 -6.3766
C 1.8252 -3.1808 -6.2718
C 2.7967 -3.2850 -5.3510
H 2.8256 -4.0517 -4.5908
C 2.4108 -1.5052 3.0204
C 2.0316 1.2034 3.2631
C 3.8807 0.2134 1.3311
C -3.4010 2.1648 0.0143
C -3.5028 0.4110 2.1543
C -1.9571 2.7521 2.3204
C 1.9149 2.0391 -1.7810
C 1.0853 3.4306 0.5284
C -0.5963 3.5529 -1.7575
H 1.7669 -2.3492 -7.0091
H 3.6925 -2.6335 -5.3794
H 2.7812 -2.3560 2.4301
H 1.4644 -1.8138 3.4774
H 3.1455 -1.2316 3.7881
H 0.9825 1.1520 3.6173
H 2.2752 2.2135 2.9135
H 2.7253 0.9096 4.0657
H 4.0685 -0.4952 0.5084
H 4.6083 0.0567 2.1439
H 3.9713 1.2319 0.9271
H -3.7918 3.1026 0.4302
H -4.2397 1.4785 -0.1547
H -2.9373 2.3721 -0.9623
H -3.9901 1.1018 2.8596
H -3.0331 -0.4036 2.7160
H -4.2328 -0.0097 1.4486
H -2.8084 3.4348 2.2695
H -1.0490 3.2939 2.0525
H -1.8315 2.3558 3.3308
H 2.2556 2.9762 -2.2325
H 1.6862 1.3150 -2.5591
H 2.7085 1.6236 -1.1373
H 1.7573 4.1844 0.0707
H 1.6853 2.8777 1.2642
H 0.3048 3.9903 1.0478
H 0.0732 4.1808 -2.3557
H -1.1750 4.1880 -1.0720
H -1.2753 3.0097 -2.4201
C 0.3441 -0.8801 -2.8938
C -0.4712 -0.7318 -4.0385
C 0.0229 -0.0416 -5.1504
C 1.3904 0.2542 -5.2739
C 2.2522 -0.2275 -4.2653
C 1.7297 -0.9699 -3.1998
O -0.1370 -0.8823 -1.6565
H -0.3303 1.2107 -0.9688
H -1.5288 -0.9805 -3.9195
H -0.6397 0.2805 -5.9614
H 1.8338 0.8224 -6.1047
H 3.3359 -0.0319 -4.3916
H 2.3316 -1.4923 -2.4672
C -1.1099 0.0625 4.7797
O -0.5940 -0.0494 3.4805
P -1.0643 -2.7326 2.5095
O -2.1940 -3.7333 3.0410
C -3.4445 -3.6702 3.7485
O -1.2024 -2.6549 0.7753
C -1.7957 -3.7015 -0.0233
H -0.5675 0.8308 5.3806
H -1.0553 -0.8923 5.3540
H -2.1779 0.3644 4.7792
H -3.4656 -4.5683 4.3668
H -3.5423 -2.7832 4.3872
H -4.2512 -3.7299 3.0100
H -0.9856 -4.2544 -0.4850
H -2.3977 -4.3738 0.5776
H -2.3893 -3.1877 -0.7673

Atoms 1-2, force components in eV/Å:
0.1 0.1 -1.5
1.3 0.2 1.6


E list, top to bottom, in eV: -92831.923 -85148.911 -83356.320
F_max list, top to bottom, in eV/Å: 1.65 2.87 4.11